Below is a molecular structure, C35H30BrN4PTi, with properties calculated with ωB97M-V with the def2-TZVPD basis set.

Atoms and positions in Å:
Ti  0.580  -0.588  -0.940
C  -0.013  4.459  -3.522
C  0.782  3.244  -3.082
C  1.887  2.725  -3.849
C  2.610  1.583  -3.442
C  2.224  1.053  -2.170
Br  3.238  -0.550  -1.371
N  1.075  1.407  -1.583
C  0.392  2.535  -1.967
H  -1.076  4.517  -3.201
H  -0.064  4.499  -4.636
H  0.562  5.366  -3.208
H  2.198  3.323  -4.725
H  3.280  1.013  -4.106
H  -0.485  2.770  -1.395
C  -4.051  1.530  -3.864
C  -2.731  1.500  -4.281
C  -1.735  0.878  -3.582
C  -2.086  0.217  -2.344
C  -3.435  0.202  -1.935
C  -4.425  0.919  -2.674
N  -1.221  -0.764  -1.792
N  -1.860  -1.908  -1.670
C  -1.034  -2.943  -1.595
C  -1.519  -4.280  -1.655
C  -0.614  -5.272  -1.888
C  0.774  -4.924  -2.011
C  1.171  -3.617  -1.987
N  0.326  -2.639  -1.556
H  -4.770  2.101  -4.460
H  -2.432  2.105  -5.099
H  -0.739  0.777  -3.993
H  -3.654  -0.445  -1.105
H  -5.452  0.935  -2.355
H  -2.555  -4.442  -1.581
H  -0.869  -6.324  -1.900
H  1.547  -5.630  -2.164
H  2.203  -3.304  -2.187
C  2.832  -3.388  3.729
C  2.224  -2.345  4.426
C  1.463  -1.373  3.714
C  1.344  -1.465  2.326
C  1.847  -2.562  1.664
C  2.651  -3.467  2.364
P  0.589  -0.103  1.455
C  1.544  1.277  2.251
C  0.917  2.414  2.773
C  1.628  3.342  3.498
C  2.970  3.132  3.737
C  3.656  2.052  3.167
C  2.917  1.148  2.452
C  -1.102  -0.054  2.174
C  -1.574  -1.009  3.088
C  -2.828  -0.898  3.656
C  -3.697  0.132  3.252
C  -3.238  1.090  2.304
C  -1.937  0.993  1.799
H  3.411  -4.208  4.175
H  2.129  -2.359  5.504
H  1.017  -0.509  4.256
H  1.665  -2.690  0.527
H  3.089  -4.346  1.874
H  -0.159  2.487  2.633
H  1.106  4.174  3.938
H  3.536  3.944  4.185
H  4.740  1.894  3.292
H  3.399  0.248  2.041
H  -0.901  -1.817  3.410
H  -3.083  -1.574  4.477
H  -4.775  0.137  3.547
H  -3.884  1.934  2.042
H  -1.525  1.743  1.142

Atoms 1-6, force components in eV/Å:
-0.313 -0.822 -1.845
0.491 0.582 -0.888
0.312 -0.250 -0.537
-0.218 0.427 0.837
-0.795 -0.291 0.861
-0.639 0.249 -1.957

- spin multiplicity = 3
- gap between HOMO and LUMO (spin up / spin down) (hartree) = 0.230 / 0.241
- molar mass (g mol⁻¹) = 665.4
- strongest force on any atom (eV/A) = 2.79
- E (eV) = -145173.2589
- relative energy (zero: lowest compared OMol25 entry of this formula, charge and spin) (kcal/mol) = 22.6
- total charge = +2